1.
Entry from OMol25: a cluster of 10 separate species, C16H30ClF8N9O25S2 in total (ωB97M-V with the def2-TZVPD basis set).

The HOMO-LUMO gap comes out at 8.5 eV. As for the net charge: 0. Its highest occupied orbital energy is -11.039 eV. As for the spin multiplicity: 1. As for the total energy: -137571.1234 eV. Its structure (SMILES) is O=C(Cl)C[C@@]1(S(=O)(=O)C(F)(F)F)OS(=O)(=O)O[C@@H]1C(F)(F)C(F)(F)F.C[N+](=O)[O-].C[N+](=O)[O-].C[N+](=O)[O-].C[N+](=O)[O-].C[N+](=O)[O-].C[N+](=O)[O-].C[N+](=O)[O-].C[N+](=O)[O-].C[N+](=O)[O-].

Geometry (Å):
N: -2.1770 -5.4584 1.3280
H: 7.1864 6.6243 -6.9260
H: -0.6744 2.0357 1.3110
C: 4.3251 4.9177 -3.3791
F: -0.8824 -2.8383 -0.2483
N: 1.6639 4.5901 4.4809
H: -6.7001 -3.9289 5.1046
H: 3.6152 4.6067 -2.6097
O: 6.4218 5.9171 -3.4619
H: 0.3021 2.9419 -0.0391
H: 3.8866 5.6844 -4.0211
H: 1.9702 -0.7461 -6.4959
O: 2.3616 1.0097 -8.9208
O: -7.2003 -3.1555 2.6662
N: 1.6222 0.2210 -8.3208
O: 1.5581 3.0657 -2.4243
C: -0.8352 -5.8342 -5.0863
H: 2.3831 1.0021 -6.5129
N: -1.4759 -7.1671 -5.2494
H: -4.2918 -0.9767 4.6290
H: 0.9869 -1.0685 -0.2806
Cl: 2.7427 2.9398 1.5203
O: 2.4033 5.3789 3.8809
C: 0.1491 1.8697 0.4632
F: 1.3452 -1.8101 -3.1507
F: -0.9089 -1.0261 -3.1913
C: -2.5981 -6.0643 0.0359
C: -7.0831 -2.9147 4.9749
H: 6.6110 5.8961 -8.4721
H: -8.1703 -2.8854 5.0704
O: 1.7542 0.2863 -1.9709
C: 0.1503 -1.5097 -2.2761
C: -0.3835 0.2042 8.9690
H: 0.2460 -5.9815 -5.1226
H: 2.0119 3.6230 6.3058
O: 1.7132 1.2035 8.8862
O: -0.6432 1.6192 -1.8168
C: 0.6774 -0.3905 -1.1845
H: 0.7023 4.8626 6.3214
H: -1.0934 -0.1068 9.7384
C: 1.7052 4.6150 5.9680
H: -1.1351 -5.4135 -4.1241
O: 5.5194 5.5585 -1.4845
O: 1.8995 0.3155 1.7346
O: -2.2004 -7.5632 -4.3291
N: -6.7416 -2.4789 3.5939
N: 5.5190 5.5128 -2.7201
C: 1.6635 0.2459 -6.8337
H: 7.2537 4.8451 -7.1647
O: -3.0126 -5.4520 2.2394
O: -2.8969 1.6215 0.0033
O: 0.8486 -0.5898 -8.8435
O: -1.8609 -0.4859 6.3511
H: -3.6944 -2.5838 5.1879
F: 1.0728 -3.7001 -1.3127
H: -2.8609 -7.1060 0.2306
F: -0.7809 -0.9635 2.1809
C: -0.3533 0.7548 -0.6273
S: -2.0590 0.2836 -0.0139
O: 0.8904 3.7794 3.9581
C: -2.1095 -0.4166 1.7270
N: -3.0106 -0.9361 6.2853
H: -3.4583 -5.4990 -0.3283
F: -3.0533 -1.5935 1.8077
H: 0.6605 0.4934 -6.4802
C: 1.5430 1.5054 1.2449
H: -2.6015 -1.4793 4.2864
C: -0.2276 -2.9767 -1.5695
F: -2.5192 0.6459 2.6988
N: 5.3325 5.6545 -6.8309
C: -3.4316 -1.5421 4.9932
O: 5.0458 4.6110 -6.2327
H: -6.6148 -2.2316 5.6869
O: -6.0273 -1.4763 3.4772
O: 0.8108 0.8450 10.8636
O: -3.8461 -0.9297 7.1967
H: -1.7680 -6.0016 -0.6709
F: -1.0360 -3.8097 -2.5017
O: -1.2333 -7.7779 -6.2968
O: 0.9033 1.3888 -4.1224
O: 4.5812 6.6207 -7.0063
N: 0.8104 0.7993 9.6280
H: -0.0446 -0.6552 8.3870
H: -0.8220 0.9708 8.3270
O: -1.0274 -5.0081 1.3938
H: 4.6640 4.0583 -3.9611
S: 0.9215 1.6615 -2.5734
C: 6.7060 5.7620 -7.3927
H: 2.4248 5.3713 6.2888
H: -1.1777 -5.2013 -5.9075
O: -2.8432 -0.6852 -0.9376

Atomic partial charges in e from the Mulliken method, atoms 1 to 4:
1. N 0.91
2. H 0.28
3. H 0.47
4. C -0.61

***

2.
Entry from OMol25: a structure of composition C16H30FO7Ti (ωB97M-V with the def2-TZVPD basis set).

The expectation value of S² is 3.7612. The HOMO-LUMO gap (spin up / spin down) comes out at 4.4 / 9.3 eV. As for the net charge: 0. Its highest occupied orbital energy (spin up / spin down) is -4.016 / -8.969 eV. As for the spin multiplicity: 4. As for the total energy: -57241.3874 eV.

Geometry (Å):
H: -26.1875 -10.8538 -17.7283
O: -29.6127 -15.3773 -17.0145
H: -30.3281 -16.3419 -14.7758
H: -24.4583 -13.9398 -14.8188
H: -24.2824 -16.5310 -19.5887
H: -26.9104 -17.2669 -15.2982
C: -29.9980 -14.3268 -21.5587
H: -24.8842 -14.5733 -13.2633
H: -26.1383 -19.0363 -20.0639
C: -25.3935 -12.4023 -19.0680
O: -25.4354 -13.3359 -18.2896
C: -30.9969 -14.1889 -23.5574
C: -26.7033 -16.6616 -14.4157
C: -25.4488 -10.9499 -18.5239
H: -28.2035 -14.3118 -20.3901
C: -25.3483 -12.6157 -20.5480
C: -24.8335 -16.8218 -18.6944
H: -26.2880 -12.3086 -21.0069
C: -26.1702 -15.2860 -14.7894
C: -28.7747 -14.9377 -21.0757
H: -30.2382 -12.1805 -21.4754
H: -24.7818 -16.0893 -17.8888
O: -27.0917 -16.1397 -18.7257
H: -24.5102 -17.7075 -18.1475
C: -29.8561 -12.9250 -22.1738
O: -30.5070 -15.0120 -22.6129
O: -30.6101 -12.9453 -23.3123
H: -30.9298 -14.6187 -14.4658
H: -25.9587 -17.1926 -13.8227
C: -26.7663 -18.1459 -20.0337
Ti: -27.9051 -14.1241 -17.9726
H: -28.1282 -15.1270 -21.9326
H: -24.5730 -12.0773 -21.0932
C: -26.2803 -17.0241 -19.1060
F: -29.2709 -12.3675 -18.5087
H: -32.7882 -14.8554 -17.1847
H: -31.5122 -14.3709 -18.2115
O: -26.8950 -14.4904 -15.4483
C: -30.6692 -15.0949 -16.4975
H: -25.8468 -10.1791 -19.1840
H: -24.0503 -15.6631 -14.5021
H: -28.8197 -12.7197 -22.4419
C: -24.7563 -14.8556 -14.3083
O: -31.7837 -14.4858 -24.4496
H: -28.9448 -15.8511 -20.5057
H: -24.4327 -10.6803 -18.2357
H: -31.9685 -13.3655 -16.8344
H: -30.7710 -14.3779 -20.7920
H: -26.8454 -17.6212 -20.9858
C: -30.9884 -15.5253 -15.0679
H: -27.7650 -18.4969 -19.7737
H: -25.2707 -13.6816 -20.7623
H: -31.9823 -15.9513 -14.9305
C: -31.8019 -14.3920 -17.1609
H: -27.6353 -16.5050 -13.8728

Atomic partial charges in e from the natural (NBO) method, atoms 1 to 4:
1. H 0.25
2. O -0.60
3. H 0.23
4. H 0.24